Version P
Computed, not measured: a 2-piece molecular cluster, C7H12F2N2Si overall, with wB97M-V/def2-TZVPD.

The geometry in XYZ format:
```
24
Properties=species:S:1:pos:R:3:lowdin_charge:R:1
C 2.50387 -2.77092 -0.91122 -0.11
C 1.14343 -2.60076 -0.73361 -0.15
C 2.14045 -1.25802 0.53992 -0.16
C -1.25586 -0.33349 -1.23966 -0.17
C -2.05596 2.68816 0.16202 -0.16
C -0.84755 0.30162 1.85199 -0.19
C 0.69456 1.74513 -0.31337 -0.38
N 3.14078 -1.93809 -0.08329 0.07
N 0.96685 -1.61888 0.06625 -0.01
F 1.33888 2.49996 0.57726 0.04
F 1.18199 1.91643 -1.51172 0.08
Si -1.04664 0.96159 0.09223 0.63
H 2.91870 -3.43301 -1.62281 0.10
H 0.25815 -3.12903 -1.09562 0.13
H 2.24079 -0.42362 1.19649 0.11
H -1.22627 0.10913 -2.26618 0.07
H -0.51856 -1.08693 -1.10348 -0.04
H -2.14910 -0.82851 -1.12576 0.00
H -2.01034 3.41573 -0.58522 -0.01
H -3.06892 2.24271 0.20307 0.02
H -1.51454 3.20104 1.02855 0.05
H -0.60302 0.93708 2.68287 0.02
H -1.92604 0.03869 2.20423 0.06
H -0.30567 -0.63601 1.98706 0.01
```

Computed properties:
**Frontier orbital gap (spin up / spin down)**: 10.5 / 4.3 eV

Version Q
Computed, not measured: one molecule with the formula C7H12F2N2Si, with wB97M-V/def2-TZVPD.

The geometry in XYZ format:
```
24
Properties=species:S:1:pos:R:3:lowdin_charge:R:1
C 1.11281 1.15696 1.14541 -0.14
Si 1.19433 -0.28449 -0.14202 0.69
C 1.26323 0.32373 -2.00770 -0.17
C 2.62410 -1.58222 0.33934 -0.18
C -0.45320 -1.15956 0.17605 -0.55
F -0.42339 -1.76720 1.39626 0.06
F -0.79627 -2.14093 -0.67027 0.08
N -1.64376 -0.22981 0.14693 -0.02
C -2.37388 0.33859 1.21530 -0.04
C -3.16577 1.33083 0.59734 -0.14
N -3.14135 1.21307 -0.76594 0.06
C -2.22112 0.26907 -0.98222 -0.18
H 0.03415 1.28265 1.40792 0.03
H 1.85792 1.10551 1.92116 0.03
H 1.35546 1.97244 0.48274 0.01
H 0.83486 1.36367 -1.93611 0.03
H 2.33379 0.58882 -2.09750 0.03
H 0.76172 -0.19955 -2.81910 0.02
H 2.64077 -2.42285 -0.39931 0.02
H 3.71524 -1.22057 0.50313 0.06
H 2.09769 -2.09921 1.19562 0.02
H -1.95910 0.23693 2.14133 0.07
H -3.85249 1.94535 1.12061 0.08
H -1.79575 -0.02124 -1.96896 0.13
```

Computed properties:
**SMILES string**: C[Si](C)(C)C(F)(F)n1ccnc1
**Frontier orbital gap**: 9.6 eV

Tell me which of them is the most stable. Sure, it is version Q.

Version P
Computed, not measured: an isolated ion of composition C2H2N3O and charge +1, with wB97M-V/def2-TZVPD.

The geometry in XYZ format:
```
8
Properties=species:S:1:pos:R:3:lowdin_charge:R:1
C -0.51886 -1.04070 -0.04643 -0.08
C 0.41536 -0.13354 0.03163 -0.05
N -1.72661 -1.07737 0.04580 0.19
N -1.65527 1.36035 0.02977 0.29
N 1.65735 0.06100 0.05265 0.23
O -2.37754 0.49126 -0.04380 0.06
H 2.28986 -0.72542 0.09796 0.17
H 1.91571 1.06442 -0.16758 0.20
```

Computed properties:
**Net charge**: +1
**Frontier orbital gap**: 8.2 eV

Version Q
Computed, not measured: C2H2N3O as an isolated structure, with wB97M-V/def2-TZVPD.

The geometry in XYZ format:
```
8
Properties=species:S:1:pos:R:3:lowdin_charge:R:1
C 0.74256 -1.22076 0.05635 -0.01
C 1.84798 0.10142 0.24335 -0.20
N 2.00143 -1.26031 -0.12775 0.27
N 0.31944 1.20624 0.08519 0.13
N 0.57361 0.05566 0.82841 0.11
O 1.61109 1.21978 -0.41572 0.19
H -0.39948 -1.86608 -0.44586 0.32
H -0.06086 2.05295 0.51434 0.20
```

Computed properties:
**Net charge**: +1
**Frontier orbital gap**: 10.1 eV

Tell me which of them is the most stable. Sure, it is version P.

Version P
Computed, not measured: a 2-piece molecular cluster, C4H13NOSi overall, with wB97M-V/def2-TZVPD.

The geometry in XYZ format:
```
20
Properties=species:S:1:pos:R:3:lowdin_charge:R:1
C 1.11246 -1.58939 0.40732 -0.18
C 2.30783 0.35550 -0.38913 -0.15
C -2.57579 -0.77158 -1.34652 -0.05
C -1.02293 1.01178 1.73249 -0.19
N 1.10848 -0.21728 0.15494 -0.37
O -0.24620 2.19525 -0.73654 -0.15
Si -0.32944 0.69278 0.02356 0.59
H 1.94003 -1.76581 1.20506 0.10
H 0.07692 -1.96334 0.78679 0.11
H 1.59208 -2.15400 -0.43446 0.08
H 2.05369 1.33503 -0.81216 0.06
H 3.17729 0.39897 0.31087 0.09
H 2.66210 -0.18324 -1.32746 0.10
H -2.23673 -1.77781 -1.43924 -0.08
H -2.84500 -0.37792 -0.32723 -0.07
H -2.93524 -0.33644 -2.29933 -0.04
H -1.22965 -0.06606 2.20177 0.07
H -0.22205 1.43172 2.39082 0.04
H -1.92758 1.57236 1.52257 0.01
H -0.46028 2.20948 -1.62413 0.00
```

Computed properties:
**Frontier orbital gap (spin up / spin down)**: 7.5 / 7.5 eV

Version Q
Computed, not measured: one molecule with the formula C4H13NOSi, with wB97M-V/def2-TZVPD.

The geometry in XYZ format:
```
20
Properties=species:S:1:pos:R:3:lowdin_charge:R:1
C 2.71347 0.76671 -0.38679 -0.10
C 1.44291 1.36804 0.12099 -0.42
O 0.64103 0.46404 0.82469 -0.28
Si -1.18130 0.07507 0.14752 0.63
C -0.81652 -0.76500 -1.48651 -0.15
C -1.84545 -0.94606 1.63971 -0.14
N -2.06045 1.61374 -0.01876 -0.05
H 3.35592 0.36423 0.34866 0.06
H 2.44747 0.09596 -1.11344 0.02
H 3.43373 1.48616 -0.95513 0.11
H 0.88362 1.80304 -0.73952 0.09
H 1.71572 2.23338 0.76897 0.11
H -1.47103 -1.51892 -1.89723 0.03
H -0.69087 0.09107 -2.06734 0.00
H 0.16808 -1.19955 -1.54162 0.03
H -1.16367 -1.66214 1.87082 -0.01
H -1.91289 -0.39178 2.55421 0.03
H -2.73975 -1.39234 1.37349 0.00
H -2.77114 1.97097 0.58316 0.02
H -1.42042 2.29730 -0.36033 0.00
```

Computed properties:
**SMILES string**: CCO[Si](C)(C)N
**Frontier orbital gap**: 10.0 eV

Tell me which of them is the most stable. Sure, it is version Q.